Density functional theory data (ωB97M-V with the def2-TZVPD basis set) for a molecular structure, C36H40F6N3Sn.

Each line ends with the Mulliken charge.
Positions of all 86 atoms, in Å:
Sn1 -0.53 0.03 -0.99  -0.05
C1 2.82 0.48 -4.88  -1.36
C2 1.62 0.33 -3.94  -0.52
N1 1.94 -0.01 -2.56  0.87
C3 2.66 -1.26 -2.38  -0.37
C4 1.94 -2.46 -2.99  -1.53
C5 2.54 1.08 -1.83  -1.58
C6 2.55 0.85 -0.31  -1.55
N2 1.42 0.06 0.18  1.39
C7 1.62 -0.58 1.36  -0.84
C8 0.91 -1.76 1.67  -0.31
F1 0.06 -2.25 0.75  -0.46
C9 1.04 -2.44 2.85  0.47
F2 0.32 -3.56 3.04  -0.35
C10 1.90 -2.02 3.85  -0.66
C11 2.62 -0.87 3.58  0.44
F3 3.45 -0.38 4.52  -0.36
C12 2.49 -0.17 2.40  0.95
F4 3.15 1.01 2.32  -0.45
H1 2.48 0.80 -5.87  0.46
H2 3.36 -0.46 -5.00  0.27
H3 3.52 1.23 -4.51  0.27
H4 0.94 -0.43 -4.34  0.43
H5 1.06 1.26 -3.91  0.19
H6 2.75 -1.42 -1.31  0.13
H7 3.68 -1.20 -2.78  0.43
H8 0.91 -2.51 -2.62  0.25
H9 2.45 -3.38 -2.71  0.46
H10 1.91 -2.42 -4.08  0.34
H11 1.97 1.98 -2.07  0.52
H12 3.59 1.26 -2.13  0.45
H13 2.62 1.85 0.14  0.28
H14 3.48 0.33 -0.04  0.93
H15 2.00 -2.55 4.78  0.49
C13 0.58 3.65 2.83  -1.88
C14 -0.69 2.81 2.61  -0.18
C15 -0.39 1.41 3.15  -0.96
C16 -1.22 2.94 1.15  2.04
C17 -1.57 4.45 0.92  -0.50
C18 -2.95 4.76 0.45  -1.49
C19 -3.81 3.79 0.17  -0.98
C20 -3.48 2.36 0.23  2.02
C21 -4.48 1.43 -0.42  0.57
C22 -4.66 1.80 -1.90  -1.41
C23 -5.83 1.41 0.31  -1.59
C24 -2.30 1.94 0.75  -0.57
N3 -1.93 0.57 0.75  0.41
C25 -2.75 -0.29 1.46  0.06
C26 -3.55 0.13 2.54  -0.59
C27 -4.33 -0.73 3.30  -0.71
C28 -4.36 -2.09 3.01  -0.76
C29 -3.62 -2.55 1.93  -0.61
C30 -2.87 -1.66 1.19  0.27
F5 -2.22 -2.18 0.12  -0.38
H16 0.78 3.71 3.90  0.53
H17 0.51 4.67 2.46  0.35
H18 1.45 3.17 2.37  0.28
H19 -1.48 3.24 3.22  0.47
H20 0.32 0.89 2.52  -0.13
H21 -1.27 0.78 3.25  0.04
H22 0.06 1.51 4.15  0.73
H23 -1.37 5.05 1.81  0.44
H24 -3.25 5.80 0.37  0.39
H25 -4.81 4.05 -0.16  0.33
H26 -4.09 0.42 -0.39  -0.04
H27 -5.13 2.78 -2.01  0.31
H28 -5.30 1.07 -2.40  0.43
H29 -3.70 1.83 -2.40  0.23
H30 -6.29 2.41 0.33  0.27
H31 -5.72 1.06 1.33  0.33
H32 -6.53 0.74 -0.21  0.43
H33 -3.57 1.19 2.78  0.44
H34 -4.91 -0.34 4.12  0.42
H35 -4.96 -2.78 3.60  0.39
H36 -3.61 -3.59 1.63  0.45
F6 -0.84 6.40 -1.56  -0.42
C31 -0.71 5.05 -1.46  0.04
C32 -0.90 4.27 -2.51  -1.31
C33 -0.78 2.80 -2.35  -0.61
C34 -0.41 2.22 -1.20  -0.02
C35 -0.12 3.05 0.02  1.03
C36 -0.39 4.58 -0.10  -0.34
H37 -1.15 4.70 -3.47  0.40
H38 -1.02 2.20 -3.22  0.69
H39 0.88 2.81 0.38  -0.45
H40 0.42 5.19 0.30  0.53

Total charge: -1
Calculated total energy (eV): -64587.496
2S+1: 1
HOMO (eV): -3.830
Largest force on an atom (hartree/bohr): 0.009

Density functional theory data (ωB97M-V with the def2-TZVPD basis set) for 6 unconnected molecules or ions with the total composition C36H40F8O12 in a non-equilibrium geometry.

Each line ends with the Mulliken charge.
Positions of all 96 atoms, in Å:
C1 -5.72 -5.84 1.99  -1.14
C2 -4.67 -4.85 1.30  0.34
C3 -5.03 -3.47 1.24  0.33
F1 -6.29 -2.99 1.73  -0.22
C4 -4.03 -2.37 0.61  0.12
O1 -4.44 -1.31 0.05  -0.51
C5 -2.47 -2.73 0.77  0.19
C6 -2.08 -4.24 0.78  0.30
C7 -0.56 -4.58 0.90  -0.81
C8 0.56 -3.48 1.03  0.64
C9 2.07 -4.01 1.12  -0.71
C10 2.28 -4.99 -0.16  0.36
C11 3.85 -5.10 -0.57  -1.11
F2 1.66 -4.29 -1.29  -0.35
C12 0.16 -1.95 1.07  -0.02
C13 1.26 -0.80 1.26  0.63
F3 2.29 -1.16 2.20  -0.26
F4 0.68 0.40 1.80  -0.28
C14 1.88 -0.36 -0.18  0.72
F5 2.36 0.99 0.00  -0.30
F6 0.83 -0.24 -1.14  -0.24
F7 2.94 -1.18 -0.61  -0.21
C15 -1.36 -1.62 0.92  0.05
F8 -1.87 -0.28 0.90  -0.32
C16 -3.25 -5.30 0.68  0.27
O2 -3.14 -6.43 0.13  -0.51
H1 -6.25 -5.36 2.90  0.31
H2 -5.24 -6.83 2.32  0.31
H3 -6.57 -6.14 1.27  0.27
H4 -0.29 -5.69 0.89  0.23
H5 2.21 -4.67 2.06  0.35
H6 2.87 -3.21 1.03  0.25
H7 1.78 -6.01 -0.04  0.29
H8 4.40 -4.09 -0.44  0.26
H9 3.87 -5.43 -1.66  0.34
H10 4.30 -5.93 0.09  0.32
O3 -9.89 -4.55 1.84  -0.60
C17 -10.07 -3.42 1.44  0.54
O4 -10.39 -3.11 0.16  -0.35
C18 -10.43 -1.69 0.01  -0.41
C19 -10.65 -1.15 1.40  -0.50
C20 -9.95 -2.17 2.26  -0.24
H11 -9.48 -1.36 -0.42  0.25
H12 -11.24 -1.42 -0.67  0.31
H13 -10.29 -0.13 1.53  0.33
H14 -11.73 -1.15 1.63  0.26
H15 -8.89 -1.93 2.39  0.12
H16 -10.43 -2.28 3.23  0.30
O5 5.73 6.05 -1.27  -0.56
C21 4.70 5.51 -0.95  0.51
O6 3.53 6.17 -0.73  -0.38
C22 2.55 5.24 -0.26  -0.40
C23 3.03 3.88 -0.73  -0.10
C24 4.53 4.04 -0.69  -0.47
H17 2.50 5.31 0.83  0.16
H18 1.57 5.49 -0.68  0.34
H19 2.66 3.06 -0.11  0.10
H20 2.70 3.71 -1.76  0.24
H21 4.94 3.80 0.29  0.27
H22 5.02 3.44 -1.47  0.36
O7 2.25 6.54 4.37  -0.59
C25 3.03 7.12 3.66  0.54
O8 2.72 7.60 2.43  -0.38
C26 3.90 8.13 1.82  0.09
C27 4.83 8.45 2.96  -0.55
C28 4.47 7.38 3.98  -0.40
H23 4.31 7.38 1.14  -0.21
H24 3.64 9.03 1.24  0.32
H25 5.88 8.45 2.67  0.32
H26 4.59 9.44 3.37  0.29
H27 5.05 6.47 3.82  0.24
H28 4.60 7.74 5.00  0.30
O9 10.41 10.44 -1.19  -0.59
C29 9.54 9.76 -1.67  0.42
O10 8.32 9.57 -1.09  -0.35
C30 7.58 8.62 -1.86  -0.13
C31 8.20 8.64 -3.24  -0.53
C32 9.65 8.95 -2.93  -0.33
H29 7.66 7.64 -1.38  0.15
H30 6.52 8.91 -1.88  0.27
H31 8.05 7.72 -3.79  0.30
H32 7.76 9.46 -3.82  0.28
H33 10.22 8.05 -2.74  0.25
H34 10.11 9.54 -3.73  0.29
O11 -3.85 -9.40 -5.80  -0.57
C33 -3.96 -9.17 -4.62  0.47
O12 -2.93 -8.80 -3.81  -0.34
C34 -3.40 -8.71 -2.46  -0.21
C35 -4.89 -8.51 -2.57  -0.44
C36 -5.23 -9.28 -3.82  -0.36
H35 -3.14 -9.64 -1.94  0.23
H36 -2.91 -7.87 -1.96  0.15
H37 -5.43 -8.85 -1.68  0.32
H38 -5.11 -7.45 -2.71  0.24
H39 -5.43 -10.33 -3.62  0.25
H40 -6.07 -8.83 -4.36  0.27

SMILES: CC1=C(F)C(=O)c2c(cc(C[C@H](C)F)c(C(F)(F)C(F)(F)F)c2F)C1=O.O=C1CCCO1.O=C1CCCO1.O=C1CCCO1.O=C1CCCO1.O=C1CCCO1
Total charge: 0
Calculated total energy (eV): -84283.706
2S+1: 1
HOMO (eV): -9.975
Largest force on an atom (hartree/bohr): 0.101

Density functional theory data (ωB97M-V with the def2-TZVPD basis set) for 2 unconnected molecules or ions with the total composition C36H40N4O10S2 in a non-equilibrium geometry.

Each line ends with the Mulliken charge.
Positions of all 92 atoms, in Å:
C1 -0.68 -1.62 3.46  -1.04
C2 -0.48 -2.82 2.51  -0.50
C3 -0.03 -2.32 1.13  -0.23
N1 1.39 -1.92 1.22  0.15
C4 2.03 -1.62 -0.02  -0.54
C5 1.55 -0.69 -0.94  -1.05
C6 2.27 -0.46 -2.10  1.37
C7 3.45 -1.12 -2.40  -1.49
C8 3.93 -2.06 -1.49  0.86
C9 5.22 -2.76 -1.85  -0.66
O1 5.16 -3.41 -3.14  -0.21
N2 4.36 -4.53 -3.06  0.28
O2 4.23 -5.02 -4.12  -0.45
C10 3.22 -2.31 -0.31  0.78
C11 3.72 -3.33 0.65  -0.30
C12 4.88 -3.15 1.39  -0.44
C13 5.30 -4.17 2.22  -0.33
N3 4.70 -5.34 2.38  -0.68
C14 3.57 -5.51 1.69  -0.46
C15 3.08 -4.54 0.83  -0.20
S1 1.64 0.73 -3.27  -0.32
C16 0.87 1.90 -2.15  1.14
C17 0.80 3.26 -2.46  -0.06
C18 1.40 3.83 -3.74  -0.89
C19 2.21 5.05 -3.36  0.41
O3 1.79 6.16 -3.60  -0.65
C20 3.51 4.85 -2.65  0.31
C21 4.22 5.99 -2.27  -0.63
C22 5.44 5.86 -1.61  -0.50
C23 5.95 4.60 -1.31  -0.38
C24 5.22 3.47 -1.66  -0.80
C25 4.01 3.59 -2.33  0.25
C26 0.15 4.10 -1.56  -0.94
C27 -0.39 3.60 -0.38  -1.42
C28 -0.30 2.25 -0.08  0.39
C29 -0.91 1.70 1.20  0.07
O4 -2.31 1.83 1.22  -0.40
C30 -2.90 0.79 0.46  1.01
C31 -4.26 1.24 -0.03  -0.80
O5 -4.99 0.11 -0.42  -0.18
C32 -6.35 0.38 -0.62  -0.42
C33 -7.16 -0.91 -0.53  -0.53
O6 -8.14 -0.88 0.50  -0.46
C34 -7.53 -1.07 1.80  0.34
C35 -8.12 -0.06 2.76  -1.19
C36 0.33 1.39 -0.98  -0.36
N4 0.33 -0.01 -0.65  0.78
H1 0.13 -1.54 4.19  0.27
H2 -1.61 -1.71 4.02  0.36
H3 -0.73 -0.67 2.93  0.17
H4 -1.43 -3.33 2.43  0.39
H5 0.31 -3.44 2.95  0.27
H6 -0.15 -3.12 0.40  0.32
H7 -0.69 -1.49 0.91  -0.02
H8 1.49 -1.15 1.87  0.32
H9 4.00 -0.94 -3.31  0.42
H10 5.54 -3.48 -1.11  0.48
H11 6.00 -2.02 -1.94  0.32
H12 5.45 -2.23 1.31  0.44
H13 6.21 -4.01 2.79  0.38
H14 3.03 -6.44 1.78  0.39
H15 2.17 -4.74 0.27  0.36
H16 2.08 3.08 -4.15  0.50
H17 0.63 4.11 -4.45  0.38
H18 3.81 6.96 -2.51  0.45
H19 5.97 6.76 -1.34  0.37
H20 6.89 4.54 -0.79  0.39
H21 5.63 2.50 -1.41  0.45
H22 3.47 2.69 -2.59  0.23
H23 0.05 5.15 -1.76  0.47
H24 -0.90 4.26 0.30  0.47
H25 -0.68 0.64 1.29  -0.68
H26 -0.49 2.20 2.07  0.58
H27 -2.28 0.51 -0.40  -0.26
H28 -3.03 -0.09 1.08  -0.25
H29 -4.13 1.91 -0.90  0.21
H30 -4.74 1.82 0.76  0.36
H31 -6.52 0.83 -1.61  0.30
H32 -6.75 1.08 0.12  0.29
H33 -7.72 -1.09 -1.45  0.33
H34 -6.49 -1.76 -0.37  0.34
H35 -6.45 -0.93 1.77  -0.09
H36 -7.72 -2.09 2.15  0.28
H37 -7.52 -0.06 3.67  0.32
H38 -8.09 0.91 2.27  0.25
H39 -9.17 -0.29 2.97  0.31
H40 -0.38 -0.45 -1.23  0.42
O7 -2.73 -1.12 2.97  -0.72
S2 -4.11 -1.60 3.35  1.21
O8 -4.59 -2.54 2.30  -0.83
O9 -5.03 -0.42 3.40  -0.77
O10 -4.06 -2.27 4.67  -0.82

Total charge: -2
Calculated total energy (eV): -86082.926
2S+1: 1
HOMO (eV): -0.830
Largest force on an atom (hartree/bohr): 0.071

Density functional theory data (ωB97M-V with the def2-TZVPD basis set) for a molecular structure, C36H40N6O2S3Sn.

Each line ends with the Mulliken charge.
Positions of all 88 atoms, in Å:
Sn1 -0.11 -0.17 -0.29  1.82
N1 5.09 -1.97 5.45  -0.54
C1 3.97 -1.44 4.86  1.06
C2 3.53 -0.15 5.20  -0.84
C3 2.39 0.38 4.63  -0.40
C4 1.66 -0.37 3.71  -0.96
C5 2.07 -1.66 3.38  -0.25
C6 3.22 -2.19 3.95  -0.73
S1 0.26 0.31 2.90  1.62
O1 -0.45 -0.83 2.31  -0.76
O2 -0.48 1.12 3.82  -0.78
N2 0.72 1.08 1.55  0.20
C7 1.15 2.39 1.56  -0.30
N3 1.49 3.00 2.70  -0.53
C8 1.81 4.28 2.63  -0.47
C9 1.83 4.99 1.44  -0.95
C10 1.52 4.26 0.31  -0.27
N4 1.19 2.97 0.35  0.15
H1 5.74 -1.34 5.89  0.21
H2 5.52 -2.76 5.00  0.22
H3 4.10 0.43 5.92  0.30
H4 2.05 1.37 4.89  0.49
H5 1.49 -2.25 2.68  0.38
H6 3.54 -3.19 3.68  0.34
H7 2.08 4.76 3.57  0.46
H8 2.08 6.04 1.40  0.42
H9 1.56 4.71 -0.68  0.45
C11 2.63 1.29 -1.76  -1.02
N5 2.40 0.24 -0.77  1.06
C12 3.26 0.47 0.40  -1.39
C13 2.73 -1.06 -1.35  -1.83
C14 2.15 -2.18 -0.54  1.34
C15 2.88 -3.34 -0.31  -0.88
C16 2.30 -4.43 0.33  -0.85
C17 0.98 -4.35 0.76  -0.73
C18 0.26 -3.18 0.56  -1.44
C19 0.85 -2.09 -0.06  1.51
H10 3.69 1.33 -2.05  0.31
H11 2.33 2.25 -1.35  0.03
H12 2.03 1.08 -2.64  0.25
H13 4.31 0.44 0.10  0.42
H14 3.09 -0.31 1.15  0.27
H15 3.05 1.43 0.85  0.51
H16 3.82 -1.19 -1.44  0.44
H17 2.30 -1.11 -2.35  0.37
H18 3.90 -3.40 -0.66  0.45
H19 2.88 -5.33 0.50  0.39
H20 0.51 -5.20 1.25  0.46
H21 -0.76 -3.12 0.91  0.38
S2 -0.22 -0.99 -2.78  -0.27
C20 -0.78 -0.08 -4.22  0.71
C21 -1.93 -0.50 -4.90  -0.49
C22 -2.34 0.11 -6.07  -0.80
C23 -1.62 1.16 -6.61  -0.42
C24 -0.46 1.58 -5.96  -0.84
C25 -0.05 0.97 -4.79  -0.41
H22 -2.48 -1.35 -4.51  0.63
H23 -3.24 -0.24 -6.57  0.37
H24 -1.93 1.64 -7.53  0.37
H25 0.13 2.39 -6.38  0.39
H26 0.87 1.29 -4.32  0.34
S3 -4.36 -2.90 1.40  -0.37
C26 -2.87 -2.03 1.21  -0.54
N6 -2.67 -1.46 0.07  0.91
C27 -3.77 -1.67 -0.76  -1.32
C28 -3.92 -1.13 -2.04  0.26
C29 -5.07 -1.41 -2.75  -0.96
C30 -6.07 -2.22 -2.20  -0.51
C31 -5.95 -2.74 -0.93  -0.49
C32 -4.79 -2.45 -0.21  0.93
H27 -2.18 -1.97 2.04  0.40
H28 -3.14 -0.50 -2.44  0.25
H29 -5.19 -1.00 -3.74  0.46
H30 -6.96 -2.43 -2.78  0.39
H31 -6.74 -3.34 -0.49  0.40
C33 -2.86 3.44 -0.07  -1.83
C34 -2.11 2.25 0.53  1.88
C35 -3.07 1.41 1.36  -1.45
C36 -1.45 1.49 -0.62  -1.55
H32 -3.30 4.05 0.72  0.44
H33 -3.67 3.09 -0.72  0.37
H34 -2.19 4.07 -0.67  0.39
H35 -1.33 2.64 1.18  -0.30
H36 -3.83 0.95 0.73  0.32
H37 -3.56 2.03 2.11  0.48
H38 -2.55 0.62 1.90  0.13
H39 -0.76 2.13 -1.17  0.72
H40 -2.18 1.05 -1.30  0.62

Total charge: 0
Calculated total energy (eV): -89354.792
2S+1: 1
HOMO (eV): -7.475
Largest force on an atom (hartree/bohr): 0.013

What is the 2S+1 in the third record? 1

The lowest HOMO belongs to which entry? C36H40F8O12

Among the records above, which one has the highest HOMO? C36H40N4O10S2